This record from OMol25 describes an isolated ion of composition C16H21ClN2S and charge +2 at a distorted geometry. The level of theory is ωB97M-V/def2-TZVPD.

Calculated values
- E_tot: -1588.96038 a.u.
- Total charge: +2

CARTESIAN COORDINATES (ANGSTROEM)
H 4.5430 3.2685 -0.7451
H 5.9815 1.2628 1.2530
H 4.9101 -1.3104 0.3079
C -2.7225 -1.0975 1.7243
C -6.1154 -1.0301 0.4548
C -1.1372 -0.7063 1.4230
H 2.9165 2.1390 -2.2297
H -3.1732 -0.7249 2.7515
H -0.5062 -0.0900 2.2237
H -1.0060 -2.4434 -2.0646
H 6.7733 3.0274 1.3612
C -5.0893 -2.1991 1.0209
H -5.3218 -3.1660 0.3707
C 2.4485 -1.4847 0.2762
C 1.0991 -0.7440 -0.2927
S -6.5584 1.6677 -0.5868
C -1.4219 -2.0497 -1.0224
C 5.5587 2.6513 -0.6382
C 3.9303 -0.8084 -0.1029
N -3.6094 -1.8778 0.7468
H 6.4389 3.2710 -1.1419
C 5.4165 1.1196 -1.2816
H -7.0669 -1.0548 1.1691
H 2.3603 -2.4560 0.9271
N 4.0738 0.4644 -0.9504
H -3.6632 -2.9670 -1.3300
C 5.8268 2.4068 0.9871
C -0.4531 -1.1929 -0.0150
H 0.3886 1.1400 -1.6734
C 2.8409 1.1754 -1.5432
H -5.3032 -2.4003 2.1697
H -5.3898 0.9645 1.5294
Cl 5.6336 1.2322 -3.1478
C 1.3351 0.6014 -1.2320
C -5.4709 0.4799 0.4417
H -6.5232 -1.3821 -0.6069
H -4.4089 0.4953 -0.1030
C -2.9975 -2.3598 -0.5599
H -5.8040 2.8814 -0.6799
H 4.9231 2.7771 1.6560
H 6.3437 0.5195 -0.8464

This record from OMol25 describes one molecule with the formula C2H3N3O4 at a distorted geometry. The level of theory is ωB97M-V/def2-TZVPD.

Calculated values
- ΔE to the lowest compared entry with this formula, charge and spin: 416.34 kJ/mol
- Total charge: 0
- Structure (SMILES): N#CO[C@@H](ON)[N+](=O)[O-]

CARTESIAN COORDINATES (ANGSTROEM)
C -1.0310 -0.2646 1.2011
N 1.7759 -1.7882 2.3236
O -2.8196 -0.6745 2.6943
H -0.3199 0.5052 1.6845
N -2.4928 -0.1690 1.6579
H -0.5663 1.6587 -1.0913
N 0.0227 0.9926 -0.5530
O -0.9549 -0.0267 -0.1799
O -3.1898 0.5059 0.9140
O -0.5579 -1.7319 1.5699
C 0.6703 -1.7817 1.9891
H 0.6060 0.5028 -1.3942

This record from OMol25 describes C27H30N9O3S2V as an isolated structure. The level of theory is ωB97M-V/def2-TZVPD.

Calculated values
- ΔE to the lowest compared entry with this formula, charge and spin: 38.76 kJ/mol
- Total charge: +1
- 2S+1: 2

CARTESIAN COORDINATES (ANGSTROEM)
C -2.5682 1.1141 -0.6595
C -4.0565 -2.9193 0.2185
H 1.5141 6.4526 0.9270
H -4.6231 -2.8281 -0.7029
C 4.7964 -2.4055 -0.0219
H 3.2824 -5.1119 3.1430
H 0.0365 -5.2840 -1.9634
H -1.6820 3.8353 4.0535
H -1.0045 1.3634 2.3476
H -3.9817 -4.4453 3.2199
H -5.4305 -4.3492 1.1372
H 1.6289 -2.6042 1.1317
C -1.6424 3.1114 -2.2650
H -2.8936 0.2939 -0.0330
H -3.6076 3.9767 -2.1295
H -1.3172 4.1354 1.3907
H -0.9732 5.1462 -0.3337
C 1.5167 -2.7864 -3.6807
H -1.2064 3.8543 -2.9196
H 0.0954 5.9767 1.8522
C 1.1601 -4.0884 -3.3582
C 1.0853 -1.7568 -2.8711
C -0.8562 2.0407 -1.8785
S -0.7965 -1.3916 1.6374
S 1.2152 1.5853 0.9914
H 5.4569 -0.7575 -1.2497
C 4.6447 -1.2102 -0.6989
H -2.0427 -3.1349 3.2402
C -0.0394 -3.2007 -1.4929
H -4.4437 2.1270 -0.6665
H 3.2592 0.3566 -1.2087
C 0.4376 6.2963 0.8664
H 1.5574 3.7347 -0.4755
C -3.4201 2.1420 -1.0159
C -3.7587 -3.8362 2.3557
H 2.1128 -2.5328 -4.5465
O 1.1670 2.7555 -2.9372
C 0.2620 3.0274 0.8435
N 0.7136 3.9730 0.0234
N -0.8755 3.2354 1.5001
O 4.5108 -5.1068 0.9905
H 5.7271 -2.9570 -0.0271
H -0.1713 2.9161 4.1235
C 0.5387 1.8507 -2.4432
N 0.3189 -1.9483 -1.7788
H -2.5217 2.2451 2.2619
N -1.2967 1.0511 -1.0766
N -2.9639 -2.1964 0.2891
C -4.5242 -3.7745 1.2353
C -2.2064 -2.2678 1.4126
C 0.3571 -4.2919 -2.2493
C -1.2377 2.8492 3.9066
C 0.1065 5.2770 -0.2125
H 0.4681 5.6086 -1.1850
O 1.7857 -0.0258 -4.3541
N 0.9060 0.5254 -2.2765
C 1.3582 -0.3121 -3.2605
N 3.1172 -4.2918 2.5820
N 2.3402 -1.0783 -0.0552
C 3.4120 -0.5799 -0.6879
V 0.3404 -0.1954 -0.5236
N -2.6294 -3.0993 2.4167
C -2.9549 3.1682 -1.8288
H -0.6626 -3.3285 -0.6170
H 1.4924 -4.9218 -3.9618
C -1.4592 2.3400 2.4953
C 2.5083 -2.2141 0.6329
H -1.6940 2.1732 4.6301
C 3.8352 -4.2005 1.4245
C 3.7081 -2.9011 0.6839
H 2.8019 -3.4567 3.0433
H -0.0334 7.2523 0.6390

This record from OMol25 describes C61H46BrNNbO4P3Si as an isolated structure at a distorted geometry. The level of theory is ωB97M-V/def2-TZVPD.

Calculated values
- E_tot: -6651.65337 a.u.
- Total charge: +2

CARTESIAN COORDINATES (ANGSTROEM)
H -0.9766 5.9786 -3.5358
C -0.3942 -3.5105 4.6836
C -0.4907 5.4452 1.4398
C -1.7424 0.4972 1.8536
C -0.8852 3.9745 -4.2494
C 3.4466 -1.7533 -3.4390
C -3.8696 -2.3170 -0.2148
Si -2.2654 -0.0720 0.1017
H 4.0947 -5.4758 -1.7923
H -4.6094 -1.6171 -0.5751
C 1.9617 -5.0829 -1.7124
C -0.7651 1.0842 4.0204
H -1.3615 3.6914 2.3829
C 5.3169 1.5500 -2.8905
P 0.9524 1.6685 2.0593
C -0.2259 -1.7366 -4.9901
H -1.5387 5.3314 -1.2930
C 2.1211 1.5477 3.4040
C -1.4946 2.2832 -2.6410
C -1.5237 4.5841 -2.0043
H 3.7085 3.1330 5.8728
C -1.1150 4.9321 -3.3303
H 5.9177 -0.5028 -3.4573
C -1.8990 0.6132 4.6709
C 2.9323 -0.0068 4.9990
C -1.3362 -2.4521 -5.4820
H -1.6038 -2.7016 3.1460
H -3.4855 -2.8748 -5.2787
C -4.7594 1.3652 -2.6806
H 2.8819 -2.2909 0.6823
H 4.6590 -3.6149 -0.2479
H -3.7112 -1.3159 -3.3767
C 1.9213 -3.5154 4.2521
H -0.5575 4.3505 -5.2617
H 2.6554 5.7985 0.2514
H 2.7954 3.4669 1.0174
H -6.7154 2.0618 -2.7693
C -3.2444 -4.5706 0.4067
H 0.8041 -1.8702 -5.4210
C -1.8159 3.2740 -1.6821
H -5.1463 -4.0647 -0.4172
C -2.8275 -0.1071 3.9446
P -2.0393 0.5361 -2.2339
N 2.7933 0.4332 -2.5837
C -5.9754 1.7026 -2.0896
H 2.9373 -3.7784 4.5056
H -1.2735 -4.9528 1.0753
C 2.5814 -3.1263 0.1212
Br 3.6806 0.6374 0.7065
H 2.7851 3.5962 3.6944
C -1.7044 -0.6995 -3.5123
C -4.1562 -3.6880 -0.1497
C -3.7778 0.8093 -1.8997
H -3.7309 -0.3160 2.0438
C -2.6354 -2.3446 -5.0032
C 2.7297 2.5979 4.0535
C -2.8708 0.0919 2.5776
H -0.1521 -4.5400 -1.3598
C 3.7841 -0.3204 -3.0937
C 2.2027 0.2088 3.8835
H 6.3105 2.1213 -2.9645
C 0.8946 -3.8691 5.0740
H -1.9424 0.6486 5.7367
C -0.6406 -2.9683 3.4337
C -1.9325 -4.2045 0.7234
C 1.7989 2.3270 -1.5862
C 3.4522 1.0662 5.7645
O 1.0220 1.5851 -0.7202
H 0.4499 7.0325 0.4260
Nb 1.6526 0.6390 0.4192
P 0.1380 -2.2291 0.7254
H -7.0795 1.7882 -0.2217
H 3.9782 0.8711 6.7120
C 3.0023 1.6565 -2.1754
C 3.3155 -4.8615 -1.3907
H 4.4556 3.2405 -1.9902
H 1.7945 -5.9625 -2.3923
H -2.2420 2.9725 -0.8088
H -0.8650 1.9682 -4.6216
H -1.1037 -3.1320 -6.3217
H 0.5296 -0.4114 -3.5013
C 3.6023 -3.8605 -0.4915
O 2.3810 -2.0912 -3.8440
C -3.8950 0.7151 -0.4963
C 5.0972 0.1770 -3.1702
H -3.6089 -5.6120 0.6074
C 0.5815 6.0712 0.8234
C -1.0921 2.6535 -3.9063
H -5.1435 1.1178 1.1885
C 1.8065 4.0867 1.1850
H 1.6591 -0.5680 3.4619
C 0.8778 -4.3813 -1.1267
C -6.1370 1.5507 -0.7000
H -3.6706 -0.6588 4.4659
H 1.0411 -4.5536 5.9187
H 2.9334 -1.0537 5.3969
O 4.5644 -2.4696 -3.3832
C -0.6222 0.9093 2.6546
H 2.6168 -2.4942 2.4836
H -1.2267 -3.7456 5.3849
H -4.6044 1.5125 -3.7447
C 0.4109 -2.6829 2.5583
C 1.2299 -3.3749 -0.1608
C -0.4519 4.1534 1.9526
C 1.7711 5.3728 0.6889
C 1.7272 -2.8711 3.0332
C -2.7943 -1.4535 -3.9107
C 3.3894 2.3752 5.2452
H 4.4157 -3.2590 -3.9139
O 1.3033 3.3710 -1.9061
C -2.5552 -1.9537 0.0897
C 4.2415 2.2627 -2.3047
H -0.0655 1.6697 4.5676
C -1.6222 -2.8851 0.5210
C -0.3785 -0.8308 -3.9410
C -5.0856 1.1186 0.0854
C 0.7063 3.4073 1.6921
H -1.3785 5.9710 1.4932